ORCA calculation (ωB97M-V/def2-TZVPD) on C6H14F3O10PV as an isolated structure in a non-equilibrium geometry.

Geometry as XYZ:
```
35
Properties=species:S:1:pos:R:3:forces:R:3:lowdin_charge:R:1
O -0.7055 2.0591 0.3727 0.166 1.073 0.257 -0.456
V -1.0096 0.5659 0.8582 -2.211 -2.255 -3.320 0.877
O 0.2609 0.1335 1.7155 0.577 -0.237 1.049 -0.436
C 0.8388 -0.8724 -1.7685 -0.933 2.277 1.967 -0.499
O 0.5159 -1.3436 -3.0644 0.389 -0.625 -0.818 -0.049
O -0.2643 -0.4372 -1.1936 0.609 -0.648 0.683 -0.136
C 1.6830 -1.9368 -0.9818 -1.349 -0.487 0.765 -0.519
F 1.1859 -3.1992 -1.1170 0.427 0.093 -0.049 0.107
F 2.9992 -1.9973 -1.3641 0.322 -0.079 -0.134 0.049
F 1.7170 -1.6796 0.3338 0.154 -0.086 -0.547 0.119
C 1.5731 -1.7895 -3.8559 -0.237 -0.147 -0.773 -0.320
C 0.9817 -2.3895 -5.1379 0.120 -0.498 0.595 -0.092
H 1.7531 -2.8300 -5.7787 0.187 0.352 -0.105 0.050
H 0.3622 -3.2422 -4.8493 -0.337 0.244 -0.037 0.072
H 0.3935 -1.6484 -5.6738 -0.087 -0.057 -0.083 0.065
H 2.1714 -2.5615 -3.3651 0.090 0.031 -0.016 0.097
H 2.2360 -0.9635 -4.1523 0.224 0.136 0.223 0.108
H 1.5613 -0.0162 -1.7923 0.643 -0.038 -0.797 0.141
P -3.4049 -0.8635 0.2238 -1.387 -0.137 -2.925 -0.102
O -3.5943 -1.8271 -0.9533 0.271 -0.352 0.371 -0.509
O -2.1366 -1.1960 1.0858 1.085 0.640 1.671 -0.478
O -4.7438 -0.7877 0.9864 0.578 0.617 1.117 -0.540
O -2.8906 0.5277 -0.3493 0.513 0.625 1.412 -0.488
C -2.0932 2.7011 3.3037 0.585 0.337 0.691 -0.167
O -2.3100 1.5106 2.6133 0.155 -0.048 0.060 -0.142
H -1.9075 2.5288 4.3751 -0.250 -0.133 0.081 0.071
H -1.1676 3.1739 2.9776 -0.088 -0.166 -0.534 0.069
H -2.9083 3.4256 3.2090 -0.139 -0.048 -0.182 0.073
H -3.1002 1.0775 2.9582 -0.019 -0.439 -0.637 0.107
C 2.0764 2.0412 3.1803 0.534 -0.171 -0.272 -0.164
O 1.5719 2.6624 4.3688 0.209 0.013 0.144 -0.147
H 1.6815 2.5044 2.2757 -0.248 -0.193 0.002 0.076
H 3.1770 2.0731 3.1278 0.008 0.278 0.198 0.060
H 1.8188 0.9871 3.1729 -0.480 0.121 -0.012 0.055
H 1.6777 3.6095 4.2585 -0.079 0.009 -0.045 0.051
```
Positions in Å, forces in eV/Å.

Results
Relative energy (zero: lowest compared OMol25 entry of this formula, charge and spin) ... 131.82 kJ/mol
HOMO energy ... 3.72 eV
Energy ... -70050.9694 eV
Total charge ... -3


ORCA calculation (ωB97M-V/def2-TZVPD) on C2H2Br6 as an isolated structure in a non-equilibrium geometry.

Geometry as XYZ:
```
10
Properties=species:S:1:pos:R:3:forces:R:3:nbo_charge:R:1
C 0.1080 1.9140 -0.4586 -0.199 -0.433 -4.164 -0.384
Br 1.6719 0.8217 -1.2445 -1.466 1.167 0.945 0.053
Br -1.6169 1.1467 -1.1963 1.029 0.306 0.408 0.036
Br 0.1883 3.7848 -1.1399 0.179 -1.401 1.108 0.115
H -0.0251 1.6825 0.5505 0.479 0.485 1.665 0.196
C 0.0056 -1.7412 0.6297 -1.865 0.236 -0.003 -0.514
Br -1.3447 -2.1500 1.9873 -0.172 -0.287 -0.021 0.047
Br -0.3160 -2.8110 -0.9828 0.439 0.389 0.652 0.087
Br 1.6951 -1.9242 1.4631 0.313 0.182 -0.450 0.137
H -0.3662 -0.7233 0.3916 1.264 -0.642 -0.139 0.227
```
Positions in Å, forces in eV/Å.

Results
Relative energy (zero: lowest compared OMol25 entry of this formula, charge and spin) ... 72.86 kJ/mol
HOMO energy ... -10.23 eV
Energy ... -422359.8624 eV
Total charge ... 0


ORCA calculation (ωB97M-V/def2-TZVPD) on one molecule with the formula C23H29NO5.

Geometry as XYZ:
```
58
Properties=species:S:1:pos:R:3:forces:R:3:nbo_charge:R:1
C 0.3431 6.9839 -2.2831 0.144 -0.174 0.046 -0.602
C 1.0959 5.6930 -1.9920 -0.217 -0.033 0.024 -0.386
C 0.1553 4.5887 -1.5151 0.504 0.167 -0.135 -0.497
C 0.9168 3.3005 -1.2551 -0.449 0.121 0.027 0.697
O 2.1040 3.1870 -1.4978 0.371 0.057 -0.102 -0.639
N 0.2097 2.2655 -0.7317 0.103 -0.297 0.010 -0.439
C -1.1911 2.3314 -0.3710 -0.449 0.163 0.095 -0.199
H -1.2967 2.7565 0.6379 -0.098 -0.014 -0.110 0.188
C -1.8422 0.9476 -0.3886 0.165 0.135 0.044 -0.422
C -1.0963 0.0468 0.5468 0.192 0.107 0.046 -0.039
C 0.2767 0.2013 0.6148 -0.296 0.152 0.179 0.027
C 1.0142 -0.5280 1.5406 -0.106 -0.103 0.163 -0.279
C 0.3974 -1.4607 2.3524 -0.150 0.013 0.053 0.264
C -0.9912 -1.6831 2.2198 0.142 -0.096 0.122 0.279
C -1.7242 -0.8991 1.3467 -0.003 -0.124 0.111 -0.284
H -2.7917 -1.0233 1.2600 -0.141 -0.066 0.034 0.219
O -1.5051 -2.6785 2.9974 0.410 0.213 -0.040 -0.487
C -2.8579 -3.0174 2.8269 -0.230 -0.039 -0.039 -0.250
H -3.0298 -3.8764 3.4738 -0.041 0.055 -0.054 0.199
H -3.0727 -3.2924 1.7888 0.001 0.026 0.027 0.179
H -3.5216 -2.2008 3.1313 0.022 -0.023 -0.028 0.173
O 1.0326 -2.2232 3.2867 -0.327 -0.051 -0.134 -0.491
C 2.3997 -1.9798 3.5143 0.168 0.035 0.031 -0.252
H 2.5698 -0.9558 3.8632 -0.001 -0.028 -0.037 0.179
H 2.6963 -2.6802 4.2937 0.034 0.063 -0.052 0.199
H 2.9965 -2.1594 2.6153 0.002 0.018 0.008 0.178
H 2.0798 -0.3772 1.5850 0.155 -0.034 0.043 0.225
C 0.9809 1.0788 -0.3727 0.437 -0.288 -0.188 -0.109
H 1.9298 1.4264 0.0522 -0.162 -0.098 -0.047 0.231
C 1.3249 0.2756 -1.6732 0.026 0.506 -0.068 -0.061
H 2.2679 0.6525 -2.0735 -0.176 -0.034 0.007 0.221
H 0.5434 0.4647 -2.4148 0.045 -0.025 0.037 0.166
O 1.5233 -1.0984 -1.4492 -0.002 -0.493 0.061 -0.512
C 0.4337 -1.9255 -1.3763 0.068 -0.177 0.071 0.344
C -0.7171 -1.7789 -2.1331 0.277 0.105 -0.076 -0.298
C -1.7784 -2.6606 -2.0004 -0.114 -0.048 0.036 -0.221
C -1.6905 -3.7109 -1.1128 -0.119 -0.011 -0.070 -0.231
C -0.5263 -3.9090 -0.3860 0.164 -0.033 0.112 -0.287
C 0.5464 -3.0415 -0.5177 0.131 0.161 -0.072 0.245
O 1.7361 -3.1821 0.1266 -0.078 0.243 -0.251 -0.494
C 1.9314 -4.3380 0.9063 -0.014 -0.220 0.127 -0.258
H 1.7713 -5.2487 0.3199 0.005 0.036 0.013 0.178
H 1.2776 -4.3462 1.7844 0.009 -0.001 -0.041 0.189
H 2.9708 -4.3040 1.2303 -0.065 -0.029 0.007 0.196
H -0.4705 -4.7430 0.2948 0.070 -0.072 0.086 0.222
H -2.5172 -4.3948 -0.9906 -0.062 -0.071 0.003 0.211
H -2.6675 -2.5187 -2.5961 -0.076 0.015 -0.057 0.211
H -0.7925 -0.9774 -2.8523 0.034 0.091 -0.012 0.214
H -1.8198 0.5425 -1.4025 -0.065 0.019 -0.084 0.215
H -2.8872 1.0370 -0.0883 0.000 0.011 -0.032 0.221
H -1.7131 2.9826 -1.0745 0.059 -0.020 0.104 0.210
H -0.3504 4.9000 -0.5979 -0.138 -0.023 -0.026 0.217
H -0.6059 4.4057 -2.2787 -0.105 -0.009 0.077 0.217
H 1.6147 5.3513 -2.8885 0.075 -0.003 0.073 0.213
H 1.8535 5.8671 -1.2267 0.066 -0.047 -0.065 0.209
H -0.1661 7.3418 -1.3902 -0.089 0.098 0.060 0.197
H 1.0305 7.7567 -2.6173 0.001 0.127 -0.039 0.212
H -0.4010 6.8283 -3.0620 -0.107 0.047 -0.079 0.197
```
Positions in Å, forces in eV/Å.

Results
Relative energy (zero: lowest compared OMol25 entry of this formula, charge and spin) ... 150.17 kJ/mol
HOMO energy ... -7.70 eV
SMILES ... CCCC(=O)N1CCc2cc(OC)c(OC)cc2[C@H]1COc1ccccc1OC
Energy ... -36048.5722 eV
Total charge ... 0


ORCA calculation (ωB97M-V/def2-TZVPD) on a 2-piece molecular cluster, C2H6OS overall in a non-equilibrium geometry.

Geometry as XYZ:
```
10
Properties=species:S:1:pos:R:3:forces:R:3:nbo_charge:R:1
S -0.3542 1.6666 1.8339 -0.034 0.341 -0.204 -0.282
H 0.4453 2.5259 2.4777 0.038 -0.048 0.098 0.139
H -0.8729 2.6830 1.1115 0.036 -0.290 0.100 0.143
C -0.8473 -1.4082 -0.6999 0.495 1.616 -0.128 -0.506
C 0.2699 -0.7399 -0.9817 0.516 -1.783 0.194 0.134
O 1.4908 -1.2276 -0.5150 -0.365 1.237 -0.277 -0.693
H -1.7481 -0.9064 -1.0255 -0.295 -0.602 -0.079 0.207
H -0.8208 -2.2215 0.0060 -0.215 -0.120 -0.037 0.216
H 0.3877 0.0623 -1.7006 -0.410 0.249 0.208 0.169
H 2.0497 -0.4342 -0.5065 0.234 -0.600 0.127 0.473
```
Positions in Å, forces in eV/Å.

Results
Relative energy (zero: lowest compared OMol25 entry of this formula, charge and spin) ... 65.94 kJ/mol
HOMO energy ... -9.08 eV
SMILES ... C=CO.S
Energy ... -15052.7483 eV
Total charge ... 0


ORCA calculation (ωB97M-V/def2-TZVPD) on C25H43NO7PTl as an isolated structure.

Geometry as XYZ:
```
78
Properties=species:S:1:pos:R:3:forces:R:3:lowdin_charge:R:1
Tl -1.7403 1.1202 2.4861 0.117 -0.033 0.186 1.000
O 2.0342 1.1203 2.1631 0.260 0.165 -0.012 -0.120
C 2.6508 0.7479 3.3776 -0.106 0.041 -0.172 -0.261
C 1.8697 1.1992 4.6006 0.018 0.082 -0.101 -0.202
N 0.5126 0.6981 4.6714 -0.132 0.101 0.175 -0.188
C -0.1526 1.3120 5.8151 -0.030 -0.054 -0.103 -0.150
C -1.6414 0.9507 6.0015 -0.012 -0.045 0.266 -0.723
O -2.0237 0.8787 7.1838 -0.020 0.071 -0.126 -0.057
O -2.3355 0.7963 4.9620 -0.088 -0.029 -0.230 -0.197
C 0.4624 -0.7532 4.7438 -0.046 -0.028 -0.090 -0.114
C 0.7506 -1.4700 3.4066 0.048 -0.252 0.072 -0.687
O 1.3696 -2.5492 3.4647 -0.220 0.271 -0.124 -0.047
O 0.2976 -0.8963 2.3658 -0.009 -0.308 0.015 -0.201
H 1.2555 0.5253 2.0689 0.017 -0.067 -0.008 -0.004
H 3.6290 1.2382 3.4102 0.043 -0.007 -0.002 0.107
H 2.8237 -0.3337 3.4165 0.039 0.027 -0.020 0.108
H 1.8166 2.2924 4.5859 0.007 0.013 0.015 0.117
H 2.4453 0.9053 5.5027 0.032 0.002 0.031 0.118
H -0.1140 2.3996 5.6833 0.044 0.003 0.031 0.119
H 0.3544 1.0725 6.7616 0.079 -0.009 0.025 0.112
H -0.5601 -1.0288 5.0087 0.000 -0.051 0.046 0.126
H 1.1359 -1.1489 5.5194 0.044 -0.022 0.001 0.123
O -4.2408 2.0573 1.1017 -0.054 -0.147 -0.041 -0.184
C -4.6319 0.8754 1.1925 0.067 0.082 0.012 -0.664
O -3.9991 -0.1310 1.5941 0.068 0.100 -0.002 -0.213
H -5.6856 0.6793 0.8731 -0.115 -0.033 -0.036 0.097
C 4.5583 -1.2849 -1.9158 -0.090 -0.050 0.000 -0.211
C 3.8878 -1.8648 -0.6539 -0.013 0.038 -0.048 -0.186
C 2.3753 -1.5981 -0.6276 0.092 0.021 0.056 -0.215
C 2.0472 -0.2286 -1.2299 -0.090 0.135 0.056 -0.437
C 2.4776 -0.1438 -2.7154 0.068 -0.109 0.049 -0.217
C 3.5504 -1.1873 -3.0598 0.010 0.062 0.081 -0.216
P 0.2982 0.2595 -0.7835 -0.012 0.076 -0.157 1.141
C 0.0038 1.6749 -2.0085 -0.042 -0.018 0.203 -0.414
C -0.9559 1.4056 -3.1816 -0.033 0.149 0.013 -0.212
C -1.5775 2.7092 -3.6837 -0.034 -0.012 0.080 -0.210
C -2.5061 3.3041 -2.6098 0.066 -0.033 0.010 -0.193
C -1.9642 3.0565 -1.1885 0.063 -0.083 -0.107 -0.202
C -0.4458 2.9307 -1.2104 -0.012 -0.062 -0.049 -0.227
C -0.6686 -1.2456 -1.3028 -0.013 0.172 0.042 -0.438
C -0.5514 -1.8810 -2.6900 -0.017 -0.122 0.052 -0.204
C -1.1749 -3.2925 -2.6748 -0.022 0.049 0.021 -0.195
C -2.3855 -3.3912 -1.7265 0.037 0.085 -0.031 -0.205
C -3.0829 -2.0397 -1.6004 0.081 -0.048 0.026 -0.192
C -2.1491 -1.0319 -0.9171 0.002 -0.044 -0.044 -0.215
H 5.4196 -1.8940 -2.2042 0.018 0.025 0.008 0.094
H 4.9370 -0.2781 -1.7085 0.015 -0.014 -0.003 0.106
H 4.3471 -1.4372 0.2403 -0.009 -0.005 -0.006 0.106
H 4.0564 -2.9443 -0.6087 0.025 -0.003 0.022 0.103
H 2.0057 -1.6554 0.3993 -0.060 -0.019 0.009 0.104
H 1.8592 -2.3805 -1.1926 -0.004 0.013 0.009 0.099
H 2.6348 0.5037 -0.6627 0.035 -0.029 0.017 0.105
H 2.8990 0.8472 -2.9087 -0.025 0.015 -0.011 0.102
H 1.6248 -0.2535 -3.3872 -0.019 0.024 -0.012 0.081
H 4.0452 -0.9137 -3.9960 0.004 -0.030 -0.029 0.098
H 3.0892 -2.1685 -3.2174 0.002 0.011 -0.018 0.105
H 0.9941 1.9001 -2.4118 0.001 -0.010 -0.100 0.086
H -1.7705 0.7497 -2.8650 0.052 0.001 -0.073 0.089
H -0.4297 0.8932 -3.9910 0.011 -0.045 0.027 0.098
H -2.1291 2.5372 -4.6129 -0.010 0.020 -0.004 0.097
H -0.7771 3.4187 -3.9199 0.008 -0.007 -0.021 0.103
H -3.5023 2.8617 -2.6985 0.007 0.010 -0.001 0.105
H -2.6226 4.3780 -2.7863 -0.011 0.007 -0.008 0.096
H -2.3925 2.1425 -0.7720 -0.037 0.023 0.046 0.079
H -2.2852 3.8487 -0.5123 -0.016 -0.014 0.017 0.111
H -0.0556 2.8770 -0.1922 0.022 -0.011 0.003 0.085
H -0.0170 3.8333 -1.6652 0.019 -0.019 -0.014 0.105
H -0.2530 -1.9644 -0.5843 -0.076 -0.022 -0.001 0.103
H 0.4903 -1.9622 -3.0044 -0.008 0.029 -0.019 0.083
H -1.0596 -1.2609 -3.4314 0.018 -0.021 0.001 0.092
H -0.4167 -4.0201 -2.3703 0.008 0.000 -0.009 0.100
H -1.4765 -3.5610 -3.6931 -0.001 -0.016 0.003 0.096
H -2.0534 -3.6945 -0.7293 -0.008 -0.021 -0.023 0.115
H -3.0753 -4.1613 -2.0815 -0.005 -0.027 0.028 0.096
H -3.9992 -2.1249 -1.0140 -0.023 0.025 -0.024 0.108
H -3.3681 -1.6864 -2.5992 -0.008 -0.007 -0.003 0.107
H -2.2559 -1.1179 0.1632 -0.005 0.031 0.038 0.091
H -2.4829 -0.0211 -1.1635 -0.006 0.007 0.087 0.083
```
Positions in Å, forces in eV/Å.

Results
Relative energy (zero: lowest compared OMol25 entry of this formula, charge and spin) ... 39.14 kJ/mol
HOMO energy ... -2.13 eV
Energy ... -56431.4817 eV
Total charge ... -2


ORCA calculation (ωB97M-V/def2-TZVPD) on a 2-piece molecular cluster, C4H13N2O overall in a non-equilibrium geometry.

Geometry as XYZ:
```
20
Properties=species:S:1:pos:R:3:forces:R:3:nbo_charge:R:1
C -1.8192 -1.4503 0.4303 -0.850 0.858 0.753 -0.618
C -0.9964 -0.8246 1.5559 1.122 -0.593 -0.490 -0.442
C 0.2544 -0.0637 1.1274 0.816 -1.197 0.968 0.267
C 0.6809 0.1055 -0.1329 -0.704 0.410 -0.209 -0.231
N 1.8208 1.0048 -0.4091 0.345 -0.591 0.512 -0.674
N 1.0414 0.2760 2.2420 -1.241 0.175 -1.140 -0.795
H -1.5915 -2.4623 0.1218 0.675 -0.008 0.010 0.232
H -2.8268 -1.5197 0.8476 -0.140 0.087 -0.478 0.240
H -1.8161 -0.7590 -0.4116 -0.356 -0.229 -0.175 0.201
H -1.5514 -0.1526 2.2100 -0.273 0.160 -0.304 0.248
H -0.6616 -1.6214 2.2318 0.076 0.063 -0.055 0.227
H 0.2527 -0.2712 -1.0390 -0.433 0.019 0.049 0.237
H 1.7670 1.4285 -1.3236 -0.349 0.227 -0.526 0.457
H 2.7190 0.5177 -0.3896 0.193 0.031 0.155 0.434
H 1.8224 1.7549 0.2751 0.209 0.338 0.125 0.441
H 0.8807 -0.4079 2.9687 0.362 0.416 0.314 0.410
H 2.0003 0.4614 2.0354 0.521 -0.130 0.422 0.365
H -1.6938 1.0150 -4.2626 0.201 -0.041 0.082 0.486
H -1.1491 -0.0124 -3.2553 0.043 0.545 -0.573 0.464
O -0.8896 0.7651 -3.7867 -0.218 -0.541 0.561 -0.948
```
Positions in Å, forces in eV/Å.

Results
Relative energy (zero: lowest compared OMol25 entry of this formula, charge and spin) ... 215.62 kJ/mol
HOMO energy ... -13.40 eV
Energy ... -9379.3490 eV
Total charge ... +1